1.
DFT (ωB97M-V/def2-TZVPD) results for the molecule C8H13N at a distorted geometry.

Calculated values
**Spin multiplicity**: 1
**Structure (SMILES)**: C#C[C@](C=C)(CC)NC
**Energy above the lowest of the compared OMol25 structures with the same formula, charge and spin**: 85.2 kcal/mol
**Orbital gap**: 0.3757 Ha

Cartesian coordinates (Å):
C (-0.69, -0.74, 2.31)
C (-1.16, -0.26, 0.92)
C (-0.09, -0.05, -0.19)
C (-1.29, 1.78, -1.41)
C (0.90, 1.03, 0.26)
C (2.19, 0.83, 0.52)
C (0.49, -1.34, -0.49)
C (0.92, -2.41, -0.77)
H (0.02, -1.70, 2.34)
H (-0.10, -0.01, 2.89)
H (-1.69, -1.00, 2.86)
H (-1.85, -1.04, 0.41)
H (-1.81, 0.67, 0.86)
H (0.12, 0.45, -2.11)
H (-1.74, 1.92, -2.39)
H (-0.69, 2.68, -1.20)
H (-2.21, 1.85, -0.75)
H (0.48, 2.08, 0.42)
H (2.82, 1.73, 0.69)
H (2.59, -0.18, 0.46)
H (1.34, -3.34, -1.12)
N (-0.70, 0.41, -1.46)

2.
DFT (ωB97M-V/def2-TZVPD) results for the molecule C3H4O at a distorted geometry.

Calculated values
**Spin multiplicity**: 1
**Structure (SMILES)**: C#CCO
**Energy above the lowest of the compared OMol25 structures with the same formula, charge and spin**: 55.0 kcal/mol
**Orbital gap**: 0.3880 Ha

Cartesian coordinates (Å):
O (-1.03, 1.19, -0.18)
C (-0.71, -0.17, -0.14)
C (0.75, -0.34, -0.44)
C (1.65, -0.46, 0.36)
H (-0.71, 1.53, -1.02)
H (-0.83, -0.45, 0.91)
H (-1.34, -0.83, -0.76)
H (2.21, -0.47, 1.27)

3.
DFT (ωB97M-V/def2-TZVPD) results for the molecule CCl4NOP at a distorted geometry.

Calculated values
**Spin multiplicity**: 1
**Energy above the lowest of the compared OMol25 structures with the same formula, charge and spin**: 93.5 kcal/mol
**Orbital gap**: 0.2874 Ha

Cartesian coordinates (Å):
C (0.88, -0.65, 0.92)
N (-0.60, 1.55, 0.33)
O (0.46, -0.88, -0.21)
P (-0.74, 0.67, -0.87)
Cl (2.51, -0.34, 1.26)
Cl (-0.27, -0.33, 2.13)
Cl (0.10, 0.65, -2.64)
Cl (-2.34, -0.66, -0.92)

4.
DFT (ωB97M-V/def2-TZVPD) results for the molecule C7H14.

Calculated values
**Spin multiplicity**: 1
**Structure (SMILES)**: C[C@@H]1[C@H](C)C1(C)C
**Energy above the lowest of the compared OMol25 structures with the same formula, charge and spin**: 24.9 kcal/mol
**Orbital gap**: 0.3789 Ha

Cartesian coordinates (Å):
C (-1.77, -1.32, -0.42)
C (-0.72, -0.35, -0.91)
C (-0.31, 1.02, -0.37)
C (-0.61, 1.84, 0.87)
C (0.60, -0.17, -0.21)
C (0.68, -0.79, 1.18)
C (1.92, -0.06, -0.93)
H (-1.35, -2.34, -0.37)
H (-2.62, -1.37, -1.11)
H (-2.17, -1.08, 0.57)
H (-0.63, -0.37, -2.00)
H (-0.04, 1.67, -1.20)
H (-0.95, 2.85, 0.60)
H (0.35, 1.97, 1.40)
H (-1.31, 1.41, 1.58)
H (1.43, -0.28, 1.81)
H (0.98, -1.84, 1.10)
H (-0.27, -0.76, 1.71)
H (1.79, 0.38, -1.92)
H (2.58, 0.61, -0.35)
H (2.43, -1.03, -1.03)

5.
DFT (ωB97M-V/def2-TZVPD) results for a structure of composition C6H12IN2 at a distorted geometry.

Calculated values
**<S²>**: 2.01
**Spin multiplicity**: 3
**Total charge**: +1
**Energy above the lowest of the compared OMol25 structures with the same formula, charge and spin**: 29.9 kcal/mol
**Orbital gap (spin up / spin down)**: 0.2615 / 0.2196 Ha

Cartesian coordinates (Å):
C (-1.55, 0.23, -0.55)
C (-0.51, 1.13, -1.23)
C (0.45, 1.96, -0.32)
C (-0.26, -1.77, -0.37)
C (1.21, 1.11, 0.60)
C (0.97, 0.75, 1.88)
N (-1.02, -0.91, 0.02)
N (0.46, -2.56, 0.68)
I (2.80, -0.01, -0.19)
H (-2.31, 0.01, -1.43)
H (0.20, 0.59, -1.79)
H (-1.00, 1.88, -1.75)
H (1.14, 2.46, -0.97)
H (-0.11, 2.61, 0.33)
H (0.00, -2.03, -1.41)
H (-2.29, 0.73, 0.10)
H (0.17, 1.28, 2.32)
H (1.61, 0.01, 2.44)
H (-0.10, -2.38, 1.53)
H (1.36, -2.13, 0.73)
H (0.49, -3.47, 0.37)

6.
DFT (ωB97M-V/def2-TZVPD) results for a structure of composition C12H36NaO16P4 at a distorted geometry.

Calculated values
**Spin multiplicity**: 1
**Total charge**: +1
**Energy above the lowest of the compared OMol25 structures with the same formula, charge and spin**: 0.0 kcal/mol
**Orbital gap**: 0.3896 Ha

Cartesian coordinates (Å):
Na (-15.39, 5.57, 0.64)
C (-12.67, 9.70, 2.31)
O (-13.27, 8.58, 1.65)
P (-12.55, 7.79, 0.50)
O (-13.26, 6.56, 0.16)
O (-11.09, 7.64, 1.01)
C (-10.18, 6.86, 0.21)
O (-12.38, 8.79, -0.71)
C (-13.50, 9.41, -1.32)
H (-11.60, 9.75, 2.11)
H (-12.86, 9.59, 3.38)
H (-13.17, 10.62, 1.99)
H (-9.31, 7.48, -0.02)
H (-10.63, 6.53, -0.73)
H (-9.85, 6.01, 0.81)
H (-14.44, 8.97, -0.98)
H (-13.45, 9.27, -2.40)
H (-13.50, 10.48, -1.09)
C (-15.56, 1.55, -2.08)
O (-16.16, 1.21, -0.81)
P (-16.97, 2.28, -0.01)
O (-16.22, 3.31, 0.70)
O (-17.83, 1.44, 0.99)
C (-18.75, 0.43, 0.52)
O (-17.94, 2.83, -1.12)
C (-18.97, 3.76, -0.81)
H (-15.14, 2.55, -2.06)
H (-16.31, 1.48, -2.86)
H (-14.79, 0.80, -2.28)
H (-19.76, 0.78, 0.72)
H (-18.57, -0.47, 1.09)
H (-18.60, 0.22, -0.54)
H (-18.94, 4.57, -1.55)
H (-18.87, 4.17, 0.19)
H (-19.94, 3.28, -0.93)
C (-19.77, 7.37, 0.55)
O (-19.47, 7.52, 1.95)
P (-17.99, 7.74, 2.43)
O (-16.99, 6.84, 1.86)
O (-17.70, 9.26, 2.16)
C (-16.76, 9.71, 1.18)
O (-18.13, 7.62, 3.96)
C (-18.84, 8.59, 4.76)
H (-20.51, 8.11, 0.29)
H (-20.16, 6.37, 0.43)
H (-18.87, 7.49, -0.05)
H (-16.73, 9.03, 0.33)
H (-15.77, 9.81, 1.63)
H (-17.11, 10.67, 0.80)
H (-19.89, 8.30, 4.82)
H (-18.76, 9.58, 4.34)
H (-18.39, 8.57, 5.75)
C (-11.09, 6.06, 3.82)
O (-11.12, 5.00, 2.85)
P (-12.47, 4.19, 2.73)
O (-13.67, 5.01, 2.63)
O (-12.10, 3.31, 1.48)
C (-13.07, 2.37, 0.99)
O (-12.50, 3.21, 3.96)
C (-11.43, 2.29, 4.18)
H (-11.47, 6.98, 3.39)
H (-10.05, 6.19, 4.12)
H (-11.66, 5.79, 4.71)
H (-12.58, 1.42, 0.83)
H (-13.49, 2.76, 0.06)
H (-13.90, 2.22, 1.69)
H (-11.20, 2.27, 5.25)
H (-10.52, 2.57, 3.64)
H (-11.72, 1.29, 3.87)